# 1
{"formula": "C23H40BrN4S4Sb2Si3Tl", "method": "the ωB97M-V functional and the def2-TZVPD basis", "multiplicity": 2, "charge": -1, "de_lowest_kj_mol": 426.3, "elements": ["Tl", "C", "N", "C", "C", "N", "C", "S", "C", "C", "C", "C", "C", "N", "H", "H", "H", "H", "H", "H", "H", "H", "H", "S", "Sb", "S", "S", "C", "Si", "C", "C", "Sb", "Si", "C", "C", "C", "Si", "C", "C", "C", "H", "H", "H", "H", "H", "H", "H", "H", "H", "H", "H", "H", "H", "H", "H", "H", "H", "H", "H", "H", "H", "H", "H", "H", "H", "H", "H", "Br", "C", "C", "C", "C", "C", "N", "H", "H", "H", "H"], "positions_angstrom": [[10.63174, 13.87148, 7.02838], [7.57478, 15.80416, 10.46184], [8.33894, 14.78725, 11.15597], [7.92112, 13.85632, 12.14519], [8.93041, 13.04786, 12.42381], [10.08372, 13.60359, 11.78133], [9.72993, 14.68144, 10.98104], [10.58980, 15.71995, 10.05091], [11.40338, 13.17857, 11.92062], [11.89874, 12.68337, 13.13330], [13.22297, 12.30036, 13.11153], [14.08204, 12.51002, 11.95575], [13.36950, 13.00605, 10.81860], [12.09292, 13.23325, 10.76807], [7.38159, 15.55493, 9.45623], [7.99651, 16.80824, 10.62768], [6.52182, 15.83158, 10.92901], [6.90215, 13.88650, 12.52298], [9.05648, 12.30183, 13.21400], [11.21335, 12.46902, 13.90986], [13.83264, 12.00609, 14.00013], [14.68524, 11.58472, 11.83930], [13.93737, 13.24435, 9.94098], [8.65895, 8.83351, 4.99839], [8.15622, 10.81374, 6.37557], [10.02408, 10.29106, 7.85162], [9.25256, 12.61606, 5.24437], [14.97702, 15.35314, 12.89996], [15.61193, 13.68892, 12.34336], [16.62151, 12.91012, 13.73918], [16.78466, 13.90299, 10.82410], [10.46092, 8.12100, 6.62723], [9.25535, 6.16907, 7.99666], [10.13293, 5.91229, 9.57360], [7.65383, 6.98402, 8.45363], [9.18209, 4.81505, 6.64069], [12.95044, 8.83416, 6.65984], [14.14911, 7.47160, 6.20642], [13.12824, 10.44423, 5.66106], [13.40240, 9.15458, 8.44676], [14.21872, 15.32207, 13.70933], [14.53368, 15.86226, 12.00315], [15.84242, 15.97685, 13.20173], [16.90165, 13.70311, 14.42461], [17.54670, 12.50320, 13.41075], [16.06916, 12.16497, 14.31184], [17.86018, 13.94365, 11.20721], [16.52899, 14.89198, 10.41798], [16.66775, 13.22629, 10.05536], [10.65092, 6.80230, 9.96569], [10.97099, 5.15442, 9.61266], [9.41799, 5.67432, 10.42790], [6.96904, 7.19672, 7.58940], [7.74644, 8.05316, 8.90241], [6.95582, 6.49790, 9.15126], [8.17562, 4.99692, 6.20704], [9.39896, 3.84574, 6.97250], [9.88649, 5.16985, 5.85152], [15.13046, 7.67131, 6.72057], [14.46048, 7.44338, 5.16973], [13.87640, 6.47538, 6.53904], [12.15421, 10.90989, 5.43323], [13.70374, 10.24430, 4.73979], [13.79271, 11.06601, 6.33935], [13.10126, 8.42452, 9.22245], [13.03083, 10.20227, 8.75058], [14.51632, 9.30792, 8.50839], [5.78170, 14.34283, 7.05755], [6.79717, 15.85289, 6.40054], [6.29702, 16.64442, 5.36132], [6.87598, 17.82904, 5.08375], [7.89174, 18.27906, 5.91387], [8.38683, 17.42968, 6.91684], [7.88582, 16.18030, 7.10118], [5.31082, 16.30669, 5.03001], [6.55027, 18.45038, 4.23491], [8.38921, 19.16812, 5.66349], [9.15085, 17.76395, 7.56841]], "forces_ev_per_angstrom": [[0.632, 0.439, 0.829], [-2.155, 0.258, 2.729], [0.845, -0.652, 0.847], [-1.740, 1.615, -1.636], [2.581, 0.543, 0.503], [-1.593, 0.476, -0.487], [-2.354, -1.813, 1.796], [0.818, 0.995, -0.792], [-0.788, -0.426, -0.312], [2.029, -0.529, -1.427], [-0.712, 0.038, 2.692], [3.305, 0.457, 1.239], [-1.651, -0.035, -1.905], [1.382, 0.231, 0.203], [0.405, -0.060, -1.314], [0.082, -0.508, -0.432], [1.439, -0.133, -0.379], [0.315, -0.140, -0.232], [-0.169, 0.277, -0.672], [-0.257, 0.111, 1.114], [-1.241, -0.071, -0.295], [-0.130, -0.317, -0.809], [0.173, -0.093, -0.815], [-0.205, 0.465, 0.247], [-0.021, 0.329, -0.457], [0.055, -0.886, -0.073], [-0.825, -0.692, -0.578], [0.035, 0.924, -0.563], [-0.573, -0.931, -0.214], [-0.613, 0.563, 0.298], [0.758, 2.225, 2.706], [0.025, -0.112, -0.112], [0.218, 1.089, -0.851], [1.245, -1.132, 2.537], [-1.996, 2.249, -0.096], [-0.372, 3.070, -0.461], [0.097, 0.198, 0.842], [1.474, 0.153, 0.056], [0.837, -0.387, 0.579], [0.434, 2.155, 0.949], [0.478, -0.094, -0.488], [0.122, -0.387, 0.776], [-0.439, -0.144, 0.079], [-0.011, 0.222, 0.336], [0.771, -0.640, -0.456], [-0.009, -0.049, -0.048], [-1.302, -0.106, -0.692], [0.260, -0.104, -0.041], [-0.136, -1.746, -1.523], [-0.367, 0.133, -0.506], [-1.037, 0.453, -0.270], [0.671, -0.040, -1.122], [0.826, -0.297, 0.262], [0.479, -1.728, -0.643], [0.567, -0.412, 0.058], [0.452, -0.723, 0.194], [0.025, -1.467, 0.277], [-0.311, -0.558, 0.545], [-0.915, 0.074, -0.137], [-0.354, -0.212, -0.473], [-0.299, -0.151, -0.069], [0.527, 0.015, 0.188], [-0.374, 0.169, 0.241], [-0.972, -0.298, -0.841], [0.095, 0.351, -0.527], [0.133, -1.592, -0.225], [-0.762, -0.429, -0.075], [0.572, 0.459, -0.505], [1.122, 0.875, 0.719], [-2.103, -2.388, 1.187], [0.532, 1.545, -0.632], [0.378, -1.673, 0.192], [-1.592, -0.734, -1.473], [-0.699, 0.621, -0.086], [0.540, 0.296, -0.736], [0.002, -0.342, 0.551], [0.510, 1.246, 0.112], [0.829, -0.090, 0.601]]}

# 2
{"formula": "C23H40Cl3CuN4O3Si", "method": "the ωB97M-V functional and the def2-TZVPD basis", "multiplicity": 2, "charge": -1, "de_lowest_kj_mol": 68.2, "elements": ["C", "C", "H", "H", "H", "C", "C", "H", "H", "H", "H", "Cu", "Cl", "Cl", "H", "H", "C", "C", "N", "H", "C", "O", "H", "H", "H", "H", "H", "H", "C", "C", "N", "H", "C", "O", "H", "H", "H", "H", "O", "C", "C", "C", "H", "C", "H", "C", "H", "C", "C", "H", "H", "H", "Si", "Cl", "C", "C", "C", "H", "H", "H", "H", "H", "H", "H", "H", "H", "N", "C", "C", "N", "C", "H", "H", "H", "H"], "positions_angstrom": [[-1.80930, -2.24658, -3.41393], [-1.26967, -3.12285, -2.33307], [-2.21122, -2.80534, -4.26285], [-1.00382, -1.59769, -3.78003], [-2.61439, -1.60568, -3.03223], [-1.07717, -4.44538, -2.45555], [-0.94245, -5.10791, -3.79463], [-1.02093, -5.08618, -1.56647], [-0.32683, -4.48959, -4.46485], [-1.90829, -5.27014, -4.29317], [-0.44693, -6.08354, -3.72327], [-0.61489, 2.18611, 1.36043], [-2.81689, 2.07418, 1.04075], [1.34502, 3.23369, 1.11857], [0.73226, 5.50097, 4.18697], [-1.76823, 6.69302, 3.94141], [0.61254, 5.51967, 3.08848], [-1.62706, 6.48376, 2.86810], [-0.77909, 5.32000, 2.69776], [1.20448, 4.71347, 2.61601], [-1.37332, 4.10274, 2.79836], [-0.84176, 3.07452, 3.28046], [-2.59609, 6.26881, 2.40296], [-2.39354, 4.07205, 2.37384], [0.91734, 6.49408, 2.67986], [-1.14802, 7.34684, 2.39092], [2.89392, -0.82292, -2.51347], [1.87690, -3.22347, -2.21667], [3.31336, -0.82288, -1.50795], [2.92015, -3.25385, -1.89051], [3.16419, -2.16075, -0.96645], [2.77443, -0.10227, -0.87707], [3.37030, -2.32960, 0.36256], [3.73612, -1.42628, 1.11893], [3.11361, -4.20581, -1.39008], [3.17587, -3.36907, 0.70348], [4.37733, -0.54503, -1.53605], [3.55936, -3.16889, -2.77456], [0.40833, -1.73014, -1.51230], [-0.71374, -2.31668, -1.12602], [0.41524, -3.80182, 0.70786], [-0.67586, -3.05342, 0.25706], [1.26744, -3.94976, 0.02753], [0.42443, -4.34458, 2.00533], [-1.47005, -1.50499, -0.97598], [-1.80890, -2.96567, 1.06941], [1.31740, -4.85232, 2.38268], [-0.70744, -4.21872, 2.82536], [-1.85823, -3.59739, 2.31795], [-2.66709, -2.39334, 0.69925], [-0.71598, -4.61838, 3.84273], [-2.79534, -3.58099, 2.88658], [-0.22687, 2.86357, -2.18717], [-0.20776, 1.20013, -0.74714], [1.47778, 3.61535, -2.28273], [-1.39699, 4.12718, -1.41553], [-0.94217, 2.41806, -3.84078], [1.95677, 3.55929, -1.29632], [1.36498, 4.67481, -2.55336], [2.10419, 3.12068, -3.03314], [-0.23210, 1.94838, -4.53339], [-1.27814, 3.37107, -4.29280], [-1.82045, 1.76686, -3.72800], [-2.34895, 3.65952, -1.12252], [-1.59529, 4.92915, -2.14487], [-0.95393, 4.55215, -0.50489], [-0.36777, -0.92877, 4.05002], [0.91605, -1.09321, 3.57495], [1.04577, -0.19861, 2.53743], [-0.13193, 0.51173, 2.42667], [-0.99630, 0.02315, 3.30950], [-0.79431, -1.45531, 4.80599], [1.62239, -1.82018, 3.94570], [1.91293, -0.01302, 1.92483], [-2.02538, 0.30401, 3.46315]], "forces_ev_per_angstrom": [[0.559, 0.165, -0.595], [0.322, -0.737, 1.131], [0.045, -0.063, 0.052], [-0.193, 0.084, 0.033], [0.194, -0.082, 0.129], [-0.265, 0.269, 0.092], [-0.281, -0.287, -0.444], [0.616, 0.406, -0.208], [-0.192, -0.142, 0.120], [0.089, -0.066, -0.059], [-0.110, 0.115, 0.069], [0.231, -0.192, -0.296], [-0.450, -0.236, 0.069], [0.424, -0.268, -0.248], [-0.036, 0.114, -0.332], [-0.028, 0.089, -0.283], [0.163, -0.322, 0.093], [-0.200, -0.134, -0.283], [-0.041, -0.422, 0.640], [-0.262, 0.682, 0.608], [0.466, 0.128, 0.712], [-0.557, 1.631, -0.730], [0.113, 0.281, 0.125], [0.233, 0.048, 0.369], [0.029, -0.297, 0.226], [-0.268, -0.155, 0.060], [-0.065, 0.106, 0.127], [-0.078, 0.126, 0.071], [-0.100, 0.047, 0.171], [-0.356, -0.030, 0.200], [0.655, -0.106, 0.731], [0.111, -0.246, -0.281], [0.148, 0.441, -0.742], [-0.348, -0.669, -0.214], [0.096, 0.031, -0.059], [0.223, 0.320, -0.038], [-0.161, 0.034, -0.032], [0.196, -0.015, 0.189], [1.197, -0.353, -0.344], [-1.254, 0.796, 0.468], [0.105, -0.098, 0.152], [-0.335, -0.133, -0.780], [-0.545, 0.203, 0.442], [-0.266, 0.294, -0.195], [-0.512, -0.201, 0.451], [-0.030, -0.289, 0.318], [-0.286, 0.108, -0.136], [-0.154, -0.104, -0.341], [0.240, 0.280, -0.161], [0.253, -0.243, 0.136], [0.060, -0.024, -0.318], [0.435, 0.084, -0.030], [-0.278, 0.191, 1.400], [0.036, 0.405, -1.867], [0.098, -0.207, -0.075], [-0.057, -0.247, -0.014], [-0.124, -0.222, -0.331], [-0.124, 0.009, -0.347], [0.032, -0.187, -0.007], [-0.022, 0.083, 0.128], [-0.172, 0.012, 0.227], [0.125, -0.361, 0.167], [0.233, 0.145, -0.066], [0.266, 0.142, -0.164], [0.086, -0.135, 0.225], [-0.029, -0.003, -0.208], [-0.340, -0.177, 0.179], [0.034, 0.498, -0.737], [-0.518, -0.130, 1.023], [-0.627, -0.884, 0.263], [1.600, -0.330, 0.010], [0.196, 0.167, -0.497], [-0.251, 0.065, 0.059], [-0.102, 0.001, -0.070], [0.109, 0.194, -0.135]]}

# 3
{"formula": "C23H40NO3P2Y", "method": "the ωB97M-V functional and the def2-TZVPD basis", "multiplicity": 1, "charge": 2, "elements": ["Y", "P", "C", "C", "N", "C", "C", "C", "C", "C", "P", "H", "H", "H", "H", "H", "H", "H", "H", "O", "H", "H", "O", "H", "C", "H", "H", "H", "C", "H", "H", "H", "C", "H", "H", "H", "C", "H", "H", "H", "C", "C", "C", "C", "C", "C", "C", "C", "C", "C", "C", "C", "O", "H", "H", "H", "H", "H", "H", "H", "H", "H", "H", "H", "H", "H", "H", "H", "H", "H"], "positions_angstrom": [[-0.05988, -0.56154, -0.21201], [-2.15213, -1.13347, 1.49386], [-2.99340, 0.22740, 0.71291], [-2.35380, 1.45153, 0.49020], [-1.00684, 1.57958, 0.07637], [-0.43615, 2.82186, 0.16247], [-1.13524, 3.88963, 0.66220], [-2.51182, 3.81191, 0.91713], [-3.13386, 2.59691, 0.66979], [1.05783, 3.08901, -0.04647], [1.83886, 2.22298, -1.41659], [-4.20373, 2.39393, 0.76686], [-0.51537, 4.75809, 0.85460], [-3.06782, 4.64183, 1.31360], [1.20542, 4.09347, -0.48178], [1.64767, 2.71983, 0.83091], [-2.20090, -0.86354, -1.53432], [-3.93345, 0.11247, 0.11354], [-0.25240, 0.37392, -5.07221], [-1.93420, -1.80480, -1.38504], [-2.41706, -2.16619, -2.17359], [1.31284, 1.01765, -0.77603], [0.69192, 0.22350, -5.04293], [0.80289, -0.06188, -4.04391], [1.47488, 2.94832, -2.95943], [1.76080, 4.03643, -2.84108], [2.03675, 2.37948, -3.72996], [0.41120, 2.76288, -3.22483], [3.56311, 1.95669, -1.08044], [3.93619, 1.03442, -1.60825], [3.95307, 2.87712, -1.56880], [3.69681, 1.91004, 0.02442], [-2.73301, -0.52847, 3.16450], [-3.76678, -0.91486, 3.28066], [-2.07161, -0.84127, 3.99680], [-2.75288, 0.58028, 3.06569], [-3.20270, -2.56681, 1.03912], [-2.67292, -3.50253, 1.24340], [-4.11706, -2.53746, 1.62553], [-3.44795, -2.57079, -0.02602], [1.63904, -2.65054, -1.68612], [2.50049, -3.67702, -0.93680], [3.92163, -3.67407, -1.50495], [2.51736, -3.64196, 0.58843], [3.06649, -4.72827, 1.25887], [3.20802, -4.72488, 2.64770], [2.82900, -3.64746, 3.45256], [2.28210, -2.53548, 2.83679], [1.87664, -1.26235, 3.61085], [0.93834, -1.62250, 4.73777], [3.09805, -0.53247, 4.13319], [2.09358, -2.57689, 1.43722], [1.42051, -1.51800, 0.95462], [2.07273, -1.63720, -1.63880], [0.59496, -2.75435, -1.33611], [1.64599, -2.88108, -2.76149], [2.06806, -4.66407, -1.16852], [4.42357, -2.71627, -1.30445], [4.49874, -4.49803, -1.06982], [3.87654, -3.81908, -2.59099], [3.41385, -5.56923, 0.66642], [3.63202, -5.58808, 3.13741], [2.97908, -3.61468, 4.53778], [1.34618, -0.57604, 2.93819], [1.43729, -2.30858, 5.42073], [0.62643, -0.74730, 5.30748], [0.04758, -2.12532, 4.36020], [3.76382, -0.25278, 3.31625], [2.81338, 0.36953, 4.67636], [3.66189, -1.17681, 4.80965]], "forces_ev_per_angstrom": [[0.159, -2.692, 2.086], [-1.213, 0.709, 0.461], [0.280, -0.613, -3.056], [0.683, -0.531, -1.098], [0.527, -0.336, 0.504], [-0.544, 0.841, 0.957], [1.521, 0.084, -0.429], [-1.123, -1.559, -0.469], [-0.118, 2.011, 0.310], [0.136, -0.335, -0.944], [-0.496, -1.764, 3.397], [0.347, 0.499, 0.260], [-0.579, 0.305, 0.018], [-0.084, 0.269, -0.086], [-0.068, 0.357, 1.660], [-0.264, 1.055, -0.438], [-0.546, -0.436, 0.695], [0.374, 0.046, 1.376], [-0.535, 0.098, -0.474], [-0.088, 1.474, -2.170], [0.877, -0.483, 0.813], [0.481, 0.244, -2.030], [0.646, -0.704, 3.664], [-0.115, 0.577, -3.152], [-0.528, -0.698, -1.324], [-0.365, -1.115, -0.399], [-0.028, 0.787, 0.170], [0.507, 0.678, 0.260], [0.153, 0.186, -0.800], [-0.230, 1.010, 0.563], [0.751, -0.606, 0.644], [0.194, 0.087, -0.903], [0.700, -0.475, 0.435], [0.622, 0.310, 0.098], [-0.574, 0.117, -0.302], [0.066, -0.931, 0.313], [0.197, -0.426, 0.175], [-0.136, 0.106, 0.127], [-0.073, -0.034, 0.049], [-0.011, 0.175, 0.510], [-0.032, -0.321, -0.359], [-0.140, -0.375, 0.240], [-0.052, 0.034, -0.136], [-0.239, 1.109, 1.102], [0.096, 0.228, 0.431], [0.063, -0.294, 0.323], [0.182, 0.226, -0.425], [-0.232, 0.397, -0.490], [-0.048, -0.445, -0.453], [-0.212, -0.201, 0.301], [0.306, -0.035, 0.045], [0.176, -0.390, 0.164], [-1.540, 2.036, -2.628], [-0.195, 0.078, 0.379], [0.121, 0.286, -0.165], [-0.147, -0.126, 0.272], [0.035, 0.268, -0.166], [-0.017, -0.278, 0.057], [-0.001, 0.357, -0.136], [0.133, -0.008, 0.148], [-0.020, -0.084, 0.241], [0.079, -0.154, -0.071], [0.044, -0.395, -0.484], [0.136, -0.303, 0.062], [-0.112, -0.008, 0.175], [0.030, 0.063, 0.022], [-0.060, -0.059, 0.014], [0.085, 0.033, -0.017], [0.003, 0.000, 0.037], [0.057, 0.076, 0.047]]}

Looking at total energy for the records above, in order, we have -6807.686954 -4655.811623 -1901.299463 a.u..
Looking at largest force on an atom for the records above, in order, we have 3.6 1.9 3.9 eV/A.